[1]
The following is a quantum chemistry calculation of C48H58N7OP2RbS as an isolated structure, from the OMol25 dataset.

Summary:
ΔE to the lowest compared entry with this formula, charge and spin: 0.00 kJ/mol
LUMO level (alpha / beta): 0.12101 / 0.12097 hartree
HOMO-LUMO gap (alpha / beta): 3.0 / 2.3 eV
total charge: -2

Structure (XYZ):
```
118
C48H58N7OP2RbS ωB97M-V with the def2-TZVPD basis set
C 0.522 5.824 2.252
H 4.597 6.679 -3.206
C -0.814 0.251 4.348
H -1.940 -0.280 -6.509
O -1.153 -4.170 -0.295
C 1.562 4.440 0.576
C 1.671 0.974 -5.804
N 4.148 6.050 2.221
C 1.308 0.394 -7.064
H 4.827 3.062 1.040
C -3.536 -1.275 4.039
H -1.663 3.261 -1.481
H -0.856 -6.093 -2.113
H -3.221 2.489 -1.947
C 4.818 3.946 -1.951
C 1.688 5.417 1.565
C 0.022 0.050 -7.317
H -0.128 -5.558 4.596
C -1.801 3.274 -4.124
C 1.884 -0.419 3.952
H -5.326 -6.045 -1.910
C -4.769 -1.168 4.736
H 5.298 5.823 -4.642
H 7.241 3.796 0.361
H 2.037 -0.063 -7.713
H -3.886 1.161 1.828
C 0.906 -0.798 2.963
C 6.578 4.433 -0.286
C -1.916 -3.582 2.432
H 1.209 -1.249 1.989
C 1.231 -6.116 -2.224
C 1.490 0.055 5.161
C 2.546 -5.794 -1.802
C -4.594 -2.435 -0.776
C -0.668 4.141 1.050
C -5.863 -2.775 -1.204
N 3.646 3.394 -2.160
H 7.511 5.340 -2.872
N -1.463 2.151 -3.238
H -4.522 -1.474 -0.185
C -1.013 -5.222 4.015
H -0.898 -5.882 6.443
H 2.432 3.970 0.102
H 3.556 -5.225 0.008
C 1.445 -4.366 -0.174
C -2.109 2.347 -1.901
H 0.061 -3.690 3.249
P -1.897 -2.740 -0.298
N 5.526 3.616 -0.793
C 0.062 -5.660 -1.693
H -6.650 -2.037 -1.221
P -1.743 -0.805 1.992
H 6.947 4.365 -4.250
Rb 1.296 2.172 -2.048
H -1.874 -4.452 1.741
C -5.635 -0.097 4.443
H -7.150 -4.443 -1.807
H 3.791 5.308 -3.935
H -2.493 -6.581 7.012
H -0.193 0.287 6.450
H 1.464 -3.524 0.713
H -5.993 1.579 3.110
H -1.620 3.558 0.835
H -1.200 3.206 -5.018
H -2.179 -4.863 7.071
C 6.897 4.466 -3.149
C -5.075 -5.014 -1.680
C -1.647 0.918 -3.945
H 6.014 1.938 0.376
H -1.526 4.223 -3.670
C -0.431 -0.397 3.131
H 7.191 4.954 -1.069
H -1.509 5.233 2.700
C -4.182 0.526 2.641
H -2.887 -3.670 2.957
C -0.937 0.190 -6.359
N 0.413 3.804 0.327
C 2.641 -5.142 -0.601
C -0.997 -3.791 3.579
H -1.147 -3.028 4.337
C 0.082 0.170 5.395
C -3.358 -0.548 2.880
H 0.628 6.471 3.090
H 7.233 3.514 -2.733
C -0.621 0.867 -5.115
C 3.031 5.776 1.988
H 3.231 3.905 -3.029
H 2.740 1.290 -5.670
C -0.649 5.111 2.033
C -3.483 -3.267 -0.977
C -3.723 -4.609 -1.504
S -2.580 -5.576 4.810
C -1.947 -5.764 6.496
H 1.337 -6.410 -3.285
H -1.143 -5.823 3.108
H 4.396 1.928 -0.317
H -2.752 -1.980 4.314
H -5.056 -1.886 5.414
H -6.460 0.164 5.071
C 5.153 2.583 0.114
H 3.428 -6.239 -2.380
N -1.872 -2.406 1.589
H -2.902 -5.270 -1.618
C 0.637 1.385 -5.010
H -1.777 0.737 4.445
H -2.603 0.999 -4.508
H 2.921 -0.489 3.672
N 5.460 4.728 -2.893
H -1.862 1.543 -1.166
C 0.216 -4.754 -0.651
H -1.683 0.025 -3.288
C 4.776 5.737 -3.728
C -6.154 -4.095 -1.599
H 6.125 5.272 0.308
H 2.217 0.283 5.944
C -5.329 0.770 3.364
H -2.905 3.284 -4.313
H -0.127 -0.564 -8.158
```

Here are the Mulliken charges for atoms 1 to 8, given in e: atom 1 (C): -0.951, atom 2 (H): 0.261, atom 3 (C): -0.370, atom 4 (H): 0.232, atom 5 (O): 0.066, atom 6 (C): 0.007, atom 7 (C): -0.728, atom 8 (N): -0.740

[2]
The following is a quantum chemistry calculation of a 12-piece molecular cluster, C48H60N12 overall, from the OMol25 dataset.

Summary:
ΔE to the lowest compared entry with this formula, charge and spin: 56.51 kJ/mol
LUMO level: 0.02144 hartree
SMILES string: c1cc[nH]c1.c1cc[nH]c1.c1cc[nH]c1.c1cc[nH]c1.c1cc[nH]c1.c1cc[nH]c1.c1cc[nH]c1.c1cc[nH]c1.c1cc[nH]c1.c1cc[nH]c1.c1cc[nH]c1.c1cc[nH]c1
HOMO-LUMO gap: 8.3 eV
total charge: 0

Structure (XYZ):
```
120
C48H60N12 ωB97M-V with the def2-TZVPD basis set
H -4.160 -4.721 1.276
H -5.461 -2.627 0.090
C -4.538 -2.602 0.673
H -0.221 5.589 5.752
H 0.797 5.222 -3.346
C 1.780 -0.104 3.813
H -2.668 -4.588 -3.141
C 1.555 -1.873 5.206
H -0.251 0.145 3.689
C 5.966 3.501 1.161
C 2.487 -0.998 4.553
C 3.396 3.435 -2.293
H 3.533 -1.039 4.522
H -5.052 -3.048 -4.318
C -4.676 0.075 -3.389
H 4.951 0.726 -0.076
C -1.600 -4.494 -2.906
N 0.056 5.352 4.832
H -6.196 -1.212 -6.074
H -0.151 -0.978 -4.773
H 1.344 -3.104 -2.217
H -2.462 -0.442 -4.770
H 0.667 -3.430 2.957
H 4.669 -1.695 -2.293
H -0.967 2.505 5.617
H 6.709 4.308 1.207
C -2.020 1.517 -5.592
C -0.364 -5.365 2.417
H -3.042 1.876 -5.738
N -2.741 -3.232 1.872
H 1.378 -5.667 -3.246
H -0.232 0.870 -2.629
C -0.839 2.013 -5.959
C 2.968 2.763 -3.431
H 1.705 -2.726 5.860
C 0.597 -4.962 -3.010
C -0.823 0.478 -0.491
H -1.631 6.138 3.929
H 2.719 -2.094 1.527
N -1.817 0.289 -5.073
C -0.707 5.577 3.736
H 3.245 1.935 -3.995
H 1.823 -0.074 0.252
C 3.263 -0.452 -1.277
C 4.906 3.106 2.059
H -0.603 -5.834 3.386
C -3.691 -1.478 0.883
C -5.576 -1.046 -5.205
C 2.545 4.537 -2.062
H -0.565 2.954 -6.331
C 1.171 4.527 3.234
H 1.203 0.994 -5.976
C -2.625 -1.885 1.649
C -0.909 -3.412 -2.521
H 0.542 -2.998 0.234
H -0.375 5.152 1.661
N -0.682 -5.464 -3.254
N -1.858 2.087 3.773
H 4.265 -3.411 -0.173
H -4.624 0.943 -2.727
C -1.733 1.962 5.130
C 0.518 -3.683 -2.574
H -1.323 -6.759 0.999
C -3.888 -3.707 1.256
H -1.238 2.715 3.240
C 0.146 -3.825 0.834
H 1.910 4.418 5.305
C 0.319 -1.480 4.778
H 1.256 3.023 -4.534
C 0.265 -4.081 2.169
C -0.063 5.053 2.689
C -2.869 1.322 3.212
H -1.574 -0.270 -0.596
C 4.378 1.971 1.525
H -5.806 1.046 -4.865
C -2.731 1.060 5.467
N 1.858 3.426 -3.840
H -1.805 -1.301 2.073
C 0.165 1.035 -5.703
N -0.427 -4.910 0.250
H 4.416 3.621 2.873
H -0.585 -5.029 -0.759
N 2.687 -0.637 -0.013
H -4.354 0.047 4.259
H -2.967 0.664 6.436
H 6.969 2.408 -0.490
C -4.967 -1.968 -4.363
C -0.498 -0.045 -5.205
C 3.898 -2.446 -0.363
C 1.149 4.647 4.579
H 2.660 5.283 -1.280
H -1.387 -2.508 -2.215
H 1.378 2.405 -1.658
H 1.998 4.119 2.666
H 3.549 1.377 1.857
C -0.792 -5.826 1.210
C 1.557 4.500 -3.030
C -0.326 1.052 0.674
N -5.417 0.145 -4.567
H -3.065 1.270 2.162
H 2.091 0.792 3.294
C -0.125 0.957 -1.567
H 1.285 2.655 0.907
H -2.214 -3.724 2.545
N 0.748 1.873 -1.047
H 4.288 3.226 -1.731
C 0.667 1.957 0.326
C -4.451 -1.253 -3.215
C -3.464 0.700 4.293
H -0.676 -1.803 5.004
C 2.998 -1.866 0.512
H -3.977 -1.693 -2.371
H -3.874 -0.443 0.617
C 3.995 -1.577 -1.469
H -0.930 -6.352 -3.667
N 0.488 -0.470 3.922
H -0.530 0.831 1.732
N 5.145 1.615 0.426
H 3.027 0.403 -1.858
C 6.133 2.523 0.227
```

Here are the Mulliken charges for atoms 1 to 8, given in e: atom 1 (H): 0.507, atom 2 (H): 0.457, atom 3 (C): -1.212, atom 4 (H): 0.177, atom 5 (H): 0.417, atom 6 (C): -0.627, atom 7 (H): 0.389, atom 8 (C): -0.818

[3]
The following is a quantum chemistry calculation of a 12-piece molecular cluster, C48H60N12 overall, from the OMol25 dataset.

Summary:
ΔE to the lowest compared entry with this formula, charge and spin: 805.70 kJ/mol
LUMO level: 0.01252 hartree
SMILES string: c1cc[nH]c1.c1cc[nH]c1.c1cc[nH]c1.c1cc[nH]c1.c1cc[nH]c1.c1cc[nH]c1.c1cc[nH]c1.c1cc[nH]c1.c1cc[nH]c1.c1cc[nH]c1.c1cc[nH]c1.c1cc[nH]c1
HOMO-LUMO gap: 7.5 eV
total charge: 0

Structure (XYZ):
```
120
C48H60N12 ωB97M-V with the def2-TZVPD basis set
H -1.891 2.897 -2.642
C -0.658 1.633 5.133
C 2.197 2.830 -0.949
C 6.423 2.927 -2.036
C -5.303 2.217 -0.010
H -4.204 -2.194 2.009
H 0.285 0.466 -2.821
H -3.249 -0.342 3.760
C 3.521 -2.829 -1.703
C -0.687 -3.112 -2.521
C -1.731 0.251 -4.379
H -2.881 -5.591 -2.651
C -4.301 -2.249 -0.987
C -0.825 -2.434 2.749
H -3.107 -0.950 -2.980
H -0.749 -0.804 4.002
H -1.038 -1.161 0.993
C 3.505 4.455 0.027
N -0.359 -0.905 0.249
N 2.759 4.044 -1.066
H 3.032 -1.681 3.697
N -3.967 1.859 -0.073
C -3.629 1.164 -3.380
H -2.081 1.936 3.549
C 1.052 -0.918 0.179
C -1.265 4.054 0.503
H 4.280 0.535 -2.257
H -0.353 -2.181 -3.064
H 8.353 1.930 -2.604
C -2.517 4.540 -1.258
H -6.000 -4.826 -1.802
H -3.085 5.036 -1.984
C 0.766 1.185 4.904
H 6.507 -1.965 -0.418
C -3.184 -2.143 2.382
H 1.599 1.102 5.621
C 1.389 -0.405 -1.062
H 1.695 -1.237 1.058
C 4.468 -0.082 4.663
N -3.052 2.105 -4.247
H -0.912 -0.346 -4.529
H 2.240 -2.187 5.864
H -2.607 5.748 0.510
C -2.031 -4.919 -2.346
H -7.015 -2.669 -3.003
H 1.463 2.464 -1.528
C -5.089 0.346 1.322
N -1.103 1.628 3.783
H 4.367 2.952 -1.456
C 3.396 -1.174 4.465
H -2.709 0.637 1.034
H -7.059 1.247 0.803
C -2.035 -2.920 1.969
C 5.217 1.079 -2.304
H 6.556 -4.297 -1.773
H -0.489 2.175 -0.655
C 6.473 0.693 -2.726
C -6.176 -2.743 -2.354
C -2.837 -0.105 -3.525
C 5.707 -2.437 -0.915
H -3.294 2.409 -0.590
H 3.880 5.488 0.035
H 2.440 -2.868 -1.951
H 3.973 3.451 1.933
H -2.132 -0.190 -1.097
H -2.114 -3.559 -3.892
H -1.277 1.964 5.937
N 5.164 2.379 -1.917
H -3.951 -4.450 -0.561
H 2.424 4.694 -1.805
C -1.156 -4.839 -1.109
N -1.888 3.344 -1.647
N -1.360 -1.384 3.458
C 3.463 -0.603 6.670
H 5.133 0.721 6.582
N 2.891 -1.412 5.650
H -1.243 -5.468 -0.236
H 6.551 3.921 -1.776
C 2.812 2.314 0.356
H 0.342 -3.303 -0.654
C -5.987 1.285 0.737
C -0.170 1.321 2.836
H 4.022 -4.580 -2.581
H -2.072 -3.737 1.225
C -5.327 -1.640 -1.755
C -1.947 1.585 -4.791
C 0.992 1.123 3.514
H 4.276 -0.963 -0.573
C -2.735 -1.159 3.268
H 3.124 -0.737 7.689
C 3.547 3.375 0.975
H -1.376 2.208 -5.459
C 0.225 0.029 -1.773
H 2.618 1.331 0.826
H 0.195 -2.715 2.792
H -5.560 -0.615 -1.906
H -4.515 1.405 -2.866
C -0.966 -0.297 -0.890
H -5.363 -0.426 2.053
C -3.757 0.873 0.842
C -1.060 3.037 -0.572
H -3.545 -1.777 -0.484
H -0.765 4.020 1.446
H -5.790 3.040 -0.582
C 5.766 -3.565 -1.614
H 6.739 -0.311 -3.013
C 4.480 0.118 6.047
H 2.386 -0.342 -1.490
N -5.619 -3.888 -1.741
C 4.371 -1.972 -0.918
H 5.132 0.368 3.911
N -1.606 -3.879 -3.166
C -4.484 -3.585 -0.991
H -3.564 2.933 -4.454
C -2.197 4.932 0.004
N 4.458 -3.784 -2.146
C -0.392 -3.689 -1.285
C 7.300 1.813 -2.559
H -0.396 1.166 1.816
H 1.857 0.795 2.997
```

Here are the Mulliken charges for atoms 1 to 8, given in e: atom 1 (H): 0.108, atom 2 (C): -0.975, atom 3 (C): -1.474, atom 4 (C): -0.521, atom 5 (C): -0.360, atom 6 (H): 0.542, atom 7 (H): 0.050, atom 8 (H): 0.517

[4]
The following is a quantum chemistry calculation of C48H61BClN8O2PRuS3 as an isolated structure, from the OMol25 dataset.

Summary:
ΔE to the lowest compared entry with this formula, charge and spin: 76.88 kJ/mol
spin multiplicity: 2
LUMO level (alpha / beta): -0.12098 / -0.09735 hartree
HOMO-LUMO gap (alpha / beta): 6.4 / 7.1 eV
total charge: +1
<S²>: 0.78

Structure (XYZ):
```
126
C48H61BClN8O2PRuS3 ωB97M-V with the def2-TZVPD basis set
H -3.757 1.511 2.223
N 0.584 3.307 2.055
C 2.710 0.927 -4.283
C 1.567 -4.157 1.930
C 0.682 4.517 -2.667
H -4.942 2.617 1.513
C -2.578 -3.921 5.012
C -6.295 0.708 0.038
H 2.631 4.468 3.424
H 0.931 -3.030 5.563
S -0.392 0.867 -3.058
H 3.803 -0.053 -0.528
C 2.346 -2.330 -0.558
C -4.368 1.917 -1.639
H 0.199 0.818 -5.423
H 3.089 1.558 3.576
N -3.958 1.289 -0.488
H 3.884 -1.707 3.421
C 2.895 2.917 -5.785
H 2.160 0.984 2.198
H 3.665 3.331 -5.141
H 3.524 1.349 -3.700
C -4.745 1.579 1.778
H -3.452 -0.190 -4.732
H 0.940 1.344 4.767
C 6.161 0.251 1.877
N 1.238 2.850 -3.984
S -1.657 0.965 0.906
H -6.912 0.253 0.807
H 2.254 4.737 -4.171
O -0.536 -1.994 0.939
H -1.577 -3.189 -2.491
H 3.261 -3.479 -4.100
H -3.384 -0.811 1.092
C 5.534 0.412 0.651
B -1.148 3.590 -1.219
C 1.685 -2.816 2.273
C -4.846 0.695 0.529
C 1.592 -1.846 -1.637
C -1.693 -2.311 3.490
H -0.136 1.181 3.377
H 7.117 0.720 2.062
H -6.422 0.121 -0.869
O -2.263 -3.172 0.153
C 3.404 -3.219 -0.739
C -2.757 -1.977 -3.841
C 0.388 1.894 4.010
C -1.509 -2.788 1.059
H -2.027 -1.924 5.566
C -2.676 -4.863 3.996
Ru 0.302 -0.297 -0.545
C 1.924 3.890 4.013
C -2.084 -2.649 4.769
C -4.435 -0.748 0.827
H 2.074 0.362 -3.604
N -2.266 2.506 -1.252
H 3.987 -3.547 0.111
C 3.688 -0.932 1.422
C 2.994 -3.171 -3.098
H 0.757 -5.419 4.956
H -4.624 -1.399 -0.025
H -2.102 -1.903 -0.888
H 1.165 -6.133 2.635
H 1.704 -4.461 0.903
C -2.288 -4.512 2.717
H -0.592 4.650 3.257
H -5.474 1.264 2.516
H -5.353 1.801 -2.037
C 0.262 2.434 -3.141
H 4.518 -4.356 -2.165
N -2.569 -0.672 -4.556
H 6.066 -0.649 3.807
H -1.694 4.635 -1.398
C 1.356 2.742 3.175
C 5.563 -0.515 2.861
N -0.503 3.662 0.172
H 2.446 3.477 4.872
H -2.096 -0.828 -5.449
H -0.349 2.514 4.513
C 1.930 2.038 -4.994
H 3.188 2.415 2.046
P 1.996 -1.521 1.042
C -0.419 4.214 2.298
H 1.489 -1.361 3.834
C -1.802 -3.237 2.462
C 1.506 4.157 -3.676
N -1.790 -1.293 -1.669
Cl -3.097 -4.340 6.608
S 1.554 1.984 -0.175
C 4.304 -0.172 0.427
C 1.249 -5.089 2.901
C 3.711 -3.653 -2.015
H -2.750 -2.787 -4.571
H 6.007 0.990 -0.128
C 1.939 -2.290 -2.910
H 3.390 2.315 -6.541
H -2.480 -0.563 -1.823
H -6.653 1.723 -0.122
H -0.676 -1.921 -3.322
H -1.917 -0.018 -3.998
H -3.075 -5.845 4.202
C 0.510 2.974 0.742
H 1.392 0.868 -6.726
H 2.367 3.724 -6.287
H 3.129 0.240 -5.014
C -2.648 1.633 -0.289
C 1.445 -2.414 3.584
C -1.084 4.425 1.145
H -3.719 -1.985 -3.327
H -3.283 3.297 -2.954
H 1.402 -1.942 -3.785
H -5.010 -1.120 1.669
H -1.927 5.050 0.933
H -1.322 -1.322 3.267
C -3.334 2.655 -2.100
N -0.097 3.445 -2.338
C 0.893 1.456 -5.961
C 1.124 -3.349 4.548
H 1.151 4.555 4.385
H 0.337 2.254 -6.448
C 4.330 -1.106 2.643
H 0.589 5.451 -2.155
H -2.360 -5.219 1.905
C 2.517 1.875 2.708
C 1.028 -4.690 4.208
C -1.625 -2.151 -2.831
```

Here are the Mulliken charges for atoms 1 to 8, given in e: atom 1 (H): 0.174, atom 2 (N): 0.401, atom 3 (C): -1.373, atom 4 (C): -1.034, atom 5 (C): -1.358, atom 6 (H): 0.373, atom 7 (C): 0.409, atom 8 (C): -2.260

Number 1: total energy -3426.99662 hartree. Number 2: total energy -2521.99000 hartree. Number 3: total energy -2521.70465 hartree. Number 4: total energy -4569.99932 hartree.